Entry 1:
Molecular formula: C23H25AsCl2N5O10S6Ta
Method: DFT, wB97M-V/def2-TZVPD

- energy above the lowest of the compared OMol25 structures with the same formula, charge and spin (eV) = 1.022
- charge = -2
- DFT total energy (eV) = -204641.218
- multiplicity = 1
- strongest force on any atom (eV/Å) = 1.439
- lowest unoccupied orbital energy (eV) = 3.9176

Each line ends with the Löwdin charge.
Geometry (Å):
1 Ta 0.7237 0.2957 1.0647  0.958
2 S -1.0019 3.5433 4.1134  -0.103
3 As -1.0046 1.5053 3.6365  -0.423
4 S -1.4634 1.1481 1.4854  0.180
5 S 1.0867 0.7439 3.3832  0.078
6 S -2.2107 0.2418 4.8385  -0.057
7 O -3.6823 1.0782 -4.0642  0.099
8 C -3.6774 2.3624 -3.7614  -0.523
9 O -4.4452 3.1408 -4.2858  0.034
10 C -2.6939 2.8187 -2.7373  -0.047
11 C -2.5537 4.1359 -2.3467  -0.577
12 Cl -3.4282 5.5279 -2.8018  0.776
13 N -1.5795 4.1938 -1.4103  -0.071
14 N -1.0809 2.9782 -1.1582  0.140
15 C -1.7251 2.1374 -1.9328  -0.126
16 C -1.3703 0.6739 -1.8519  -0.537
17 O -1.8649 -0.0676 -2.7277  0.026
18 O -0.6057 0.2546 -0.9470  -0.205
19 C -1.0781 5.2944 -0.6527  -0.194
20 C -0.7244 6.4817 -1.2769  -0.054
21 C -0.2062 7.5150 -0.5117  -0.099
22 C -0.0268 7.3491 0.8560  -0.098
23 C -0.3646 6.1467 1.4604  -0.074
24 C -0.8963 5.1111 0.7087  -0.014
25 H -2.9983 0.5626 -3.5063  0.050
26 H -0.8407 6.5877 -2.3464  0.092
27 H 0.0743 8.4450 -0.9906  0.093
28 H 0.3889 8.1550 1.4485  0.094
29 H -0.2165 5.9869 2.5206  0.072
30 H -1.1482 4.1681 1.1791  0.059
31 N -3.5766 -2.6414 3.5542  -0.009
32 C -2.1365 -2.8875 3.5274  -0.210
33 C -1.5337 -2.0884 2.3897  -0.568
34 O -0.4046 -1.6587 2.4292  -0.099
35 O -2.3272 -1.9281 1.3402  0.090
36 H -4.0420 -3.2923 4.1723  0.070
37 H -3.2158 -2.2185 1.6295  0.104
38 H -3.7086 -1.7024 3.9343  0.007
39 H -1.9543 -3.9448 3.3092  0.127
40 H -1.6043 -2.5993 4.4331  0.089
41 C -0.9422 -3.1799 -2.0983  -0.063
42 C 0.2704 -3.7880 -1.4087  -0.172
43 C 1.5507 -2.9591 -1.5641  -0.291
44 C 2.7269 -3.6963 -0.8591  -0.145
45 C 4.1042 -3.0781 -1.0643  -0.082
46 C 1.9273 -2.8101 -3.0237  -0.429
47 O 1.9437 -3.7501 -3.7959  0.078
48 N 2.3116 -1.5587 -3.4095  0.213
49 C 2.4088 -0.4025 -2.6019  -0.495
50 O 2.9040 0.5905 -3.0789  0.083
51 N 1.9030 -0.4915 -1.3288  0.134
52 C 1.4169 -1.6129 -0.9024  -0.451
53 O 0.8396 -1.5956 0.2471  -0.212
54 H -1.8290 -3.7889 -1.9126  0.075
55 H -0.7967 -3.1257 -3.1791  0.081
56 H -1.1498 -2.1715 -1.7389  0.055
57 H 0.4844 -4.7845 -1.8007  0.115
58 H 0.0823 -3.8812 -0.3371  0.117
59 H 2.7153 -4.7207 -1.2384  0.120
60 H 2.4865 -3.7305 0.2065  0.114
61 H 4.4031 -3.1156 -2.1146  0.077
62 H 4.8440 -3.6237 -0.4795  0.064
63 H 4.1368 -2.0414 -0.7251  0.051
64 H 2.6322 -1.4476 -4.3597  0.157
65 Cl 1.6677 2.2256 0.3554  0.090
66 C 2.0910 -3.3427 3.5768  -0.095
67 O 2.2442 -2.2123 2.7311  -0.311
68 C 3.4343 -1.7777 2.3257  -1.317
69 S 4.8773 -2.5397 2.6618  0.542
70 S 3.3302 -0.2919 1.4747  0.538
71 H 1.6772 -4.1607 2.9835  0.091
72 H 1.3776 -3.0521 4.3468  0.091
73 H 3.0442 -3.6396 4.0080  0.028

---

Entry 2:
Molecular formula: C23H25AsCl2N5O10S6Ta
Method: DFT, wB97M-V/def2-TZVPD

- energy above the lowest of the compared OMol25 structures with the same formula, charge and spin (eV) = 0.211
- charge = -2
- DFT total energy (eV) = -204642.030
- multiplicity = 1
- strongest force on any atom (eV/Å) = 0.235
- lowest unoccupied orbital energy (eV) = 3.9526

Each line ends with the Löwdin charge.
Geometry (Å):
1 Ta -1.7421 -0.4219 0.5978  1.074
2 S 1.1866 -1.4215 -2.0134  0.585
3 As -0.9050 -0.8545 -2.5650  -0.327
4 S -2.1419 -2.0797 -1.2710  0.102
5 S -1.4957 0.9849 -1.5995  0.103
6 S -1.0426 -1.0742 -4.6268  -0.120
7 O 4.2742 -2.1179 -0.0362  0.085
8 C 4.7241 -0.9067 -0.2439  -0.536
9 O 5.8944 -0.6742 -0.4773  0.026
10 C 3.7320 0.2129 -0.1671  -0.052
11 C 4.0732 1.5462 -0.1212  -0.575
12 Cl 5.6076 2.2912 -0.1795  0.780
13 N 2.9344 2.2740 -0.0723  -0.070
14 N 1.8431 1.4742 -0.1112  0.189
15 C 2.2999 0.2468 -0.1581  -0.220
16 C 1.3670 -0.9579 -0.1721  -0.910
17 O 1.8897 -1.9515 0.5523  -0.175
18 O 0.1160 -0.6130 0.3489  -0.451
19 C 2.7481 3.6752 0.0378  -0.206
20 C 3.4949 4.4229 0.9377  -0.064
21 C 3.2728 5.7885 1.0318  -0.096
22 C 2.2996 6.3972 0.2518  -0.096
23 C 1.5443 5.6330 -0.6262  -0.088
24 C 1.7619 4.2686 -0.7377  0.000
25 H 3.2453 -2.1077 0.2092  0.039
26 H 4.2137 3.9329 1.5776  0.096
27 H 3.8499 6.3746 1.7367  0.100
28 H 2.1129 7.4592 0.3452  0.099
29 H 0.7724 6.0980 -1.2248  0.101
30 H 1.1696 3.6483 -1.3986  0.117
31 N 1.3655 -0.5513 2.8106  0.162
32 C 0.4340 -1.2820 3.7127  -0.064
33 C -0.9623 -0.6549 3.7726  -0.656
34 O -1.5208 -0.5621 4.8451  0.070
35 O -1.4474 -0.2512 2.6421  -0.342
36 H 2.1974 -0.2384 3.3038  0.147
37 H 0.9143 0.3374 2.4558  0.086
38 H 1.6456 -1.1618 1.9840  0.098
39 H 0.8343 -1.3032 4.7217  0.122
40 H 0.3219 -2.3000 3.3384  0.112
41 C -1.8491 4.5818 -0.1816  -0.073
42 C -2.4866 4.2389 1.1581  -0.169
43 C -1.4931 3.7440 2.2091  -0.281
44 C -2.2028 3.5456 3.5885  -0.147
45 C -3.3386 2.5308 3.5921  -0.074
46 C -0.4160 4.7703 2.4950  -0.417
47 O -0.6011 5.9713 2.4664  0.078
48 N 0.7790 4.2402 2.9007  0.213
49 C 1.1055 2.8753 2.9400  -0.526
50 O 2.1715 2.5500 3.4471  0.036
51 N 0.2559 1.9861 2.3701  0.172
52 C -0.8817 2.3982 1.8407  -0.385
53 O -1.5782 1.6811 1.0839  -0.274
54 H -2.6175 4.8494 -0.9089  0.078
55 H -1.3035 3.7278 -0.5874  0.036
56 H -1.1666 5.4256 -0.0797  0.052
57 H -3.2307 3.4566 1.0144  0.106
58 H -2.9908 5.1170 1.5690  0.122
59 H -2.5679 4.5333 3.8850  0.119
60 H -1.4498 3.2458 4.3231  0.122
61 H -4.1371 2.8090 2.9046  0.070
62 H -3.7625 2.4715 4.5963  0.078
63 H -2.9982 1.5325 3.3219  0.049
64 H 1.5088 4.8817 3.1721  0.149
65 Cl -4.0704 0.1458 0.6826  -0.053
66 C -2.0191 -5.8281 -0.4293  -0.127
67 O -1.7456 -4.7513 0.4599  -0.254
68 C -2.7549 -3.9720 0.8388  -1.373
69 S -4.3305 -4.2687 0.5041  0.615
70 S -2.1746 -2.6331 1.8247  0.584
71 H -1.0552 -6.2959 -0.6134  0.089
72 H -2.4454 -5.4430 -1.3558  0.077
73 H -2.7216 -6.5309 0.0201  0.064

---

Entry 3:
Molecular formula: C23H25BeN2OS
Method: DFT, wB97M-V/def2-TZVPD

- charge = -1
- DFT total energy (eV) = -40518.403
- multiplicity = 1
- strongest force on any atom (eV/Å) = 5.374
- lowest unoccupied orbital energy (eV) = 2.2076

Each line ends with the Löwdin charge.
Geometry (Å):
1 C -0.4029 -1.4675 -1.9296  -0.222
2 C -0.7117 -0.1245 -2.2798  -0.179
3 C 0.5021 0.6176 -2.2091  -0.187
4 H -1.6961 0.2438 -2.6329  0.103
5 C 1.5542 -0.2533 -1.7319  -0.189
6 C 1.0158 -1.5705 -1.6561  -0.174
7 H 2.6014 0.0009 -1.5678  0.073
8 C -1.7249 -1.1209 1.2380  -0.210
9 C -2.3437 -0.3023 0.2197  -0.154
10 C -2.0648 1.0493 0.5223  -0.108
11 H -2.9185 -0.6917 -0.6245  0.100
12 C -1.2732 1.0699 1.7434  -0.301
13 C -1.0335 -0.2468 2.1530  -0.111
14 H 0.6359 1.6504 -2.5223  0.076
15 H 1.5094 -2.4334 -1.1487  0.099
16 H -1.2081 -2.2719 -1.9994  0.112
17 H -0.4581 -0.5878 3.0506  0.113
18 H -2.4153 1.9194 -0.0352  0.096
19 H -1.8871 -2.1907 1.4941  0.100
20 Be -0.0151 -0.0149 -0.0130  0.485
21 C -0.8316 2.3043 2.5002  -0.512
22 C -1.4064 2.2494 3.9219  -0.050
23 C -1.2837 3.5937 1.7939  -0.048
24 H -2.4821 2.0356 3.8756  0.095
25 H -1.2570 3.2190 4.4127  0.074
26 H -0.9113 1.4688 4.5152  0.081
27 H -2.3673 3.7163 1.9240  0.090
28 H -1.0458 3.5729 0.7170  0.083
29 H -0.7715 4.4490 2.2591  0.078
30 C 0.7238 2.2735 2.5949  -0.060
31 C 1.3862 2.4345 1.2334  -0.398
32 H 1.0565 1.2970 3.0165  0.137
33 H 1.0449 3.0555 3.3096  0.117
34 O 1.0380 1.7400 0.2477  0.058
35 N 2.4054 3.3263 1.1824  0.068
36 C 3.4395 3.3437 0.1013  -0.111
37 H 2.3293 4.1835 1.7653  0.153
38 C 2.9117 3.7923 -1.2320  -0.228
39 C 3.3598 3.1987 -2.4226  -0.044
40 H 4.0812 2.3695 -2.3914  0.117
41 C 2.8798 3.6522 -3.6565  -0.083
42 H 3.2331 3.1804 -4.5801  0.105
43 C 1.9609 4.7151 -3.7113  -0.096
44 H 1.5911 5.0734 -4.6779  0.099
45 C 1.5306 5.3135 -2.5227  -0.086
46 H 0.8170 6.1451 -2.5450  0.101
47 C 2.0126 4.8624 -1.2856  -0.045
48 H 1.6796 5.3347 -0.3566  0.108
49 H 3.8800 2.3340 0.0310  0.131
50 H 4.2098 4.0312 0.4605  0.122
51 S -1.1438 -4.7627 -0.0362  0.484
52 C -0.6999 -3.2522 -0.0116  -1.022
53 N -0.3315 -2.1254 0.1740  -0.039

---

Entry 4:
Molecular formula: C23H25BrIrN3OS4
Method: DFT, wB97M-V/def2-TZVPD

- charge = +2
- DFT total energy (eV) = -146983.708
- multiplicity = 1
- strongest force on any atom (eV/Å) = 0.229
- lowest unoccupied orbital energy (eV) = -6.1083

Each line ends with the Löwdin charge.
Geometry (Å):
1 Ir -1.3214 0.6316 -0.5751  0.744
2 C -0.3315 1.3310 2.4851  -0.406
3 C -0.6786 2.6253 1.7539  -0.407
4 S -2.1459 2.4276 0.6780  0.893
5 C -1.8253 3.7373 -0.5656  -0.407
6 C -2.4461 3.4183 -1.9259  -0.419
7 S -2.5595 1.6339 -2.3419  0.894
8 C -4.2236 1.3671 -1.5835  -0.468
9 C -4.5182 -0.0632 -1.1644  -0.408
10 S -3.0434 -0.9094 -0.4816  0.860
11 C -3.1848 -1.3762 1.2840  -0.407
12 C -2.3285 -0.5116 2.1861  -0.454
13 S -0.6471 -0.1921 1.5043  0.848
14 H -0.8930 1.2000 3.4083  0.096
15 H 0.7267 1.3235 2.7420  0.093
16 H 0.1291 2.9050 1.0841  0.076
17 H -0.8765 3.4242 2.4676  0.111
18 H -0.7441 3.7855 -0.6503  0.075
19 H -2.2166 4.6789 -0.1827  0.109
20 H -1.8451 3.8796 -2.7079  0.103
21 H -3.4599 3.8036 -2.0258  0.096
22 H -4.9607 1.6970 -2.3165  0.108
23 H -4.2813 2.0289 -0.7215  0.056
24 H -4.7968 -0.6878 -2.0115  0.093
25 H -5.3386 -0.0848 -0.4479  0.109
26 H -2.8513 -2.4139 1.2849  0.094
27 H -4.2274 -1.3654 1.6001  0.110
28 H -2.1785 -0.9972 3.1520  0.101
29 H -2.7990 0.4573 2.3499  0.067
30 Br 1.1138 -1.9657 4.1129  0.768
31 C 2.3111 -2.0669 2.6413  -0.692
32 C 2.2865 -3.1780 1.8153  -0.107
33 C 3.1628 -3.2433 0.7396  -0.023
34 C 4.0121 -2.1795 0.4777  -0.261
35 C 4.0657 -1.0915 1.3420  -0.013
36 C 3.2149 -1.0348 2.4339  -0.113
37 N 4.8995 -2.2628 -0.6598  0.114
38 N 4.7310 -1.5009 -1.6175  0.107
39 C 3.6005 -0.6075 -1.5614  -0.220
40 C 3.7733 0.7340 -1.3610  0.005
41 C 2.6698 1.5788 -1.1478  0.033
42 C 1.3947 1.0657 -1.1345  -0.321
43 O 0.3098 1.8082 -0.8504  -0.314
44 C 1.2080 -0.2982 -1.4576  -0.149
45 N -0.0861 -0.7683 -1.4966  -0.094
46 C -0.3089 -2.0077 -1.8870  -0.105
47 C 0.7300 -2.8886 -2.2205  -0.003
48 C 2.0260 -2.4742 -2.0972  0.034
49 C 2.3010 -1.1435 -1.7111  -0.089
50 H 1.6127 -3.9983 2.0205  0.110
51 H 3.1851 -4.1195 0.1040  0.125
52 H 4.7882 -0.3044 1.1751  0.127
53 H 3.2795 -0.2101 3.1313  0.109
54 H 4.7759 1.1395 -1.3119  0.134
55 H 2.8184 2.6337 -0.9578  0.130
56 H -1.3374 -2.3379 -1.9302  0.087
57 H 0.4832 -3.8869 -2.5506  0.126
58 H 2.8460 -3.1455 -2.3189  0.134